# 1
Molecular formula: CH7BrN3
Method: DFT, the ωB97M-V functional and the def2-TZVPD basis

XYZ file:
```
12
Properties=species:S:1:pos:R:3:forces:R:3
C 0.148649 -0.598616 0.462031 1.2 1.6 0.5
N -0.575749 1.361877 -0.140053 0.5 2.1 1.2
N 1.250619 -0.450340 -0.262864 2.6 0.6 0.6
N -0.636035 -1.567774 0.111906 -3.0 -2.0 -0.8
Br 2.624202 0.796502 0.394552 -1.7 -1.5 -1.0
H 0.050606 -0.003666 1.405706 0.2 -1.6 -0.8
H -1.543854 1.310598 -0.371512 -0.8 0.4 -0.5
H -0.034774 1.937807 -0.832775 -1.0 -0.7 1.0
H 1.327554 -0.790529 -1.235573 0.2 0.4 1.0
H -1.615828 -1.772117 0.425667 1.6 0.8 0.2
H -0.466925 -2.052567 -0.776347 0.2 0.3 0.6
H -0.528464 1.828824 0.819262 -0.1 -0.3 -2.0
```
Positions in Å, forces in eV/Å.

The calculation puts the energy at -75655.1692 eV. Its LUMO energy is -4.857 eV. Its net charge is +1. As for the HOMO-LUMO gap: 9.4 eV. As for the energy above the lowest of the compared OMol25 structures with the same formula, charge and spin: 137.4 kJ/mol.

=====

# 2
Molecular formula: CH7IN3
Method: DFT, the ωB97M-V functional and the def2-TZVPD basis

XYZ file:
```
12
Properties=species:S:1:pos:R:3:forces:R:3
C 0.461438 -0.394425 -0.730945 0.8 -2.8 1.7
N 1.599333 -0.550593 0.005218 -1.5 0.8 -0.8
N -0.373989 -1.434448 -0.393043 0.2 1.3 0.1
N -0.675378 1.226059 -0.214293 0.5 -0.2 0.3
I 0.566651 0.022065 -2.764539 0.2 0.4 -0.6
H 2.353411 0.038036 -0.141731 1.6 1.1 -0.3
H 1.774303 -1.383214 0.529285 -0.2 -0.1 0.4
H -1.112725 -1.623344 -0.992737 -1.5 -0.5 -1.2
H -0.028046 -2.242685 0.084452 0.2 0.0 0.4
H -1.376108 0.660984 0.239945 -0.5 0.1 0.0
H -1.010759 1.630702 -1.085250 -0.2 0.0 0.2
H -0.410909 1.974743 0.425350 0.2 -0.1 -0.1
```
Positions in Å, forces in eV/Å.

The calculation puts the energy at -13714.2831 eV. Its LUMO energy is -4.443 eV. Its net charge is +1. As for the HOMO-LUMO gap: 9.8 eV. As for the energy above the lowest of the compared OMol25 structures with the same formula, charge and spin: 171.6 kJ/mol.

=====

# 3
Molecular formula: CH7N
Method: DFT, the ωB97M-V functional and the def2-TZVPD basis

XYZ file:
```
9
Properties=species:S:1:pos:R:3:forces:R:3
C 1.746390 0.188580 -0.194504 0.1 -0.1 -0.1
H 2.474395 0.039997 -0.988727 0.0 -0.1 0.0
H 1.584471 -0.740778 0.343824 0.0 -0.1 0.0
H 0.808209 0.532791 -0.620849 0.0 0.1 0.0
H 2.138537 0.928875 0.489994 0.0 0.2 0.2
N -2.381962 -0.180358 0.056319 0.0 0.0 -0.1
H -1.503196 -0.420942 -0.384877 0.0 -0.1 0.0
H -2.672676 -0.957321 0.639585 0.1 0.1 0.0
H -2.194171 0.609160 0.659232 0.0 0.0 0.1
```
Positions in Å, forces in eV/Å.

The calculation puts the energy at -2640.6410 eV. The structure (SMILES) is C.N. Its LUMO energy is 1.010 eV. Its net charge is 0. As for the HOMO-LUMO gap: 11.1 eV. As for the energy above the lowest of the compared OMol25 structures with the same formula, charge and spin: 0.1 kJ/mol.

=====

# 4
Molecular formula: CH7N2O
Method: DFT, the ωB97M-V functional and the def2-TZVPD basis

XYZ file:
```
11
Properties=species:S:1:pos:R:3:forces:R:3
N -2.948737 0.604051 -0.969583 0.0 0.5 -1.5
H -3.564655 1.496791 -0.989076 2.3 -2.0 0.3
H -2.113411 0.532962 -0.351696 -1.2 1.0 -0.2
H -2.506414 0.435450 -1.915892 -1.1 0.6 1.3
N 0.000088 -0.185077 0.973977 -1.0 0.2 0.5
C 1.295091 -0.476432 -0.125474 0.5 1.2 1.2
O 2.511888 -0.145189 0.305287 -2.5 -0.6 -0.8
H -1.008895 0.023159 0.910967 0.7 -0.3 -1.2
H 0.099350 0.106676 1.928149 1.5 0.1 0.4
H 0.993239 -1.497585 -0.263255 0.7 -1.3 0.1
H 0.875678 -0.010169 -1.039400 0.2 0.8 0.0
```
Positions in Å, forces in eV/Å.

The calculation puts the energy at -6176.4109 eV. Its LUMO energy is 4.016 eV. Its net charge is -1. As for the HOMO-LUMO gap: 6.6 eV. As for the energy above the lowest of the compared OMol25 structures with the same formula, charge and spin: 185.9 kJ/mol.

=====

# 5
Molecular formula: CH7N2O
Method: DFT, the ωB97M-V functional and the def2-TZVPD basis

XYZ file:
```
11
Properties=species:S:1:pos:R:3:forces:R:3
N 1.724753 -0.346041 -1.450219 -1.3 0.4 -0.9
H 2.462483 -0.600981 -0.800741 0.3 0.5 -0.1
H 1.957836 0.252652 -2.241891 0.9 -0.1 0.2
H 0.895203 0.163357 -0.972170 0.7 -0.9 0.6
H 1.361155 -1.210202 -1.849648 -0.1 -0.1 0.1
C -0.812582 0.495486 1.063555 -0.9 1.2 -0.6
N -1.903925 -0.049910 1.605177 -0.1 0.0 -0.2
O -0.220295 0.072224 0.078707 0.2 -0.6 0.3
H -0.575659 1.484465 1.478440 0.2 -0.2 0.2
H -2.596268 0.621407 1.900132 0.1 -0.1 0.7
H -2.292703 -0.882457 1.188653 0.1 -0.1 -0.1
```
Positions in Å, forces in eV/Å.

The calculation puts the energy at -6172.2366 eV. Its LUMO energy is -3.470 eV. Its net charge is +1. As for the HOMO-LUMO gap: 11.5 eV. As for the energy above the lowest of the compared OMol25 structures with the same formula, charge and spin: 26.0 kJ/mol.

=====

# 6
Molecular formula: CH7N2OP
Method: DFT, the ωB97M-V functional and the def2-TZVPD basis

XYZ file:
```
12
Properties=species:S:1:pos:R:3:forces:R:3
C 0.013029 1.789557 0.099346 -2.0 5.0 3.8
N 2.608019 -1.113250 -0.025386 3.8 1.4 1.9
N -2.707383 -0.889937 0.286133 1.7 0.4 0.0
O -0.937150 0.943254 0.108607 -2.2 -1.2 0.5
P -1.099373 -0.579893 -0.325122 -0.9 -2.0 -0.5
H 3.463142 -0.476222 -0.095157 -1.3 -1.7 -0.1
H 0.887294 1.743870 -0.365156 3.5 -0.9 -2.2
H -0.189721 2.714705 0.767035 0.4 -1.7 -1.4
H 1.884234 -0.481685 -0.068858 -2.3 1.2 -0.3
H 2.586072 -1.779052 -0.735522 0.0 -0.9 -1.5
H -3.177061 -1.747639 0.072064 0.2 -0.4 -0.2
H -3.331097 -0.123703 0.282017 -0.7 0.8 0.0
```
Positions in Å, forces in eV/Å.

The calculation puts the energy at -15463.9298 eV. Its LUMO energy (spin up / spin down) is 0.737 / 0.258 eV. Its net charge is 0. As for the HOMO-LUMO gap (spin up / spin down): 7.6 / 7.6 eV. As for the energy above the lowest of the compared OMol25 structures with the same formula, charge and spin: 400.7 kJ/mol.

=====

# 7
Molecular formula: CH7N2OP
Method: DFT, the ωB97M-V functional and the def2-TZVPD basis

XYZ file:
```
12
Properties=species:S:1:pos:R:3:forces:R:3
C 1.595342 0.769210 0.060008 2.2 0.7 0.1
N -2.276131 0.234354 0.412489 0.1 -1.0 1.3
N 1.126410 -0.573654 -0.213487 -1.6 -1.8 0.4
O -1.089350 -1.476696 -1.079331 -2.0 -0.1 1.9
P -1.541382 -1.240541 0.472595 2.0 0.3 -2.5
H 2.749204 0.867383 -0.003264 -1.5 -0.3 0.2
H 1.296203 1.563312 -0.720136 -0.2 -1.3 1.2
H 1.367966 1.121313 1.119709 0.0 -0.1 -1.2
H -2.624984 0.532803 1.368123 0.4 0.3 -2.2
H -2.216047 0.741649 -0.478773 -0.3 0.4 1.0
H 1.727342 -1.418962 0.061174 -0.7 2.3 -0.2
H -0.114573 -1.120170 -0.999107 1.5 0.6 0.1
```
Positions in Å, forces in eV/Å.

The calculation puts the energy at -15464.8394 eV. Its LUMO energy (spin up / spin down) is -0.591 / -0.616 eV. Its net charge is 0. As for the HOMO-LUMO gap (spin up / spin down): 6.8 / 6.7 eV. As for the energy above the lowest of the compared OMol25 structures with the same formula, charge and spin: 313.0 kJ/mol.

=====

# 8
Molecular formula: CH7N3O3
Method: DFT, the ωB97M-V functional and the def2-TZVPD basis

XYZ file:
```
14
Properties=species:S:1:pos:R:3:forces:R:3
N 1.988287 1.156280 0.443211 0.0 0.4 0.1
N 1.514640 -0.161673 0.411084 -0.5 -0.2 -0.1
N 0.233443 -0.338397 1.006603 0.2 -0.1 -0.2
C -0.892368 0.116364 0.425474 -0.2 1.0 -0.3
O -0.928981 0.946516 -0.490332 0.1 -0.4 0.8
O -2.001591 -0.367343 1.009359 0.1 -0.1 0.2
H 2.236776 1.395194 1.397114 0.0 -0.1 -0.2
H 1.305993 1.827042 0.089053 0.0 -0.2 0.1
H 1.444917 -0.446905 -0.567354 -0.1 0.1 0.3
H 0.162275 -1.106125 1.657132 0.0 0.1 -0.1
H -2.771976 0.100395 0.655590 0.2 0.0 -0.1
O -0.523025 -1.236516 -1.795672 -0.2 2.1 0.1
H -0.777395 -0.226657 -1.722284 0.5 -2.7 -0.6
H -0.990996 -1.658176 -2.518978 -0.1 0.3 -0.1
```
Positions in Å, forces in eV/Å.

The calculation puts the energy at -11762.5081 eV. The structure (SMILES) is NNNC(=O)O.O. Its LUMO energy is 0.603 eV. Its net charge is 0. As for the HOMO-LUMO gap: 10.4 eV. As for the energy above the lowest of the compared OMol25 structures with the same formula, charge and spin: 0.0 kJ/mol.

=====

# 9
Molecular formula: CH7N4OP
Method: DFT, the ωB97M-V functional and the def2-TZVPD basis

XYZ file:
```
14
Properties=species:S:1:pos:R:3:forces:R:3
C -0.537872 0.498134 -0.617439 -1.5 0.1 -2.6
N -0.355978 1.392652 0.345762 -1.9 -1.6 -0.3
N 0.262926 -1.499956 -0.168639 -1.0 -0.6 -1.8
N 0.555512 2.265664 0.615670 1.4 1.1 -0.5
N -0.022038 -2.323440 -1.046074 0.8 -2.6 -0.9
O 0.443271 -0.111596 1.896108 -0.2 2.2 1.7
P 0.631933 -1.434028 1.419108 1.1 -2.6 1.5
H -1.521237 -0.145874 -0.594433 1.8 2.1 0.3
H -0.126941 0.595394 -1.698158 0.0 0.0 2.3
H -1.146179 1.320270 1.006022 0.8 0.5 0.3
H 1.343521 2.375996 -0.071220 -1.1 0.0 1.1
H 0.602558 2.667651 1.586022 -0.1 -0.6 -1.4
H 0.823134 -2.698484 -1.601504 -1.8 0.6 0.3
H -0.952608 -2.902382 -1.071224 1.8 1.4 0.0
```
Positions in Å, forces in eV/Å.

The calculation puts the energy at -18424.1730 eV. Its LUMO energy (spin up / spin down) is -11.653 / -11.652 eV. Its net charge is +2. As for the HOMO-LUMO gap (spin up / spin down): 7.2 / 7.2 eV. As for the energy above the lowest of the compared OMol25 structures with the same formula, charge and spin: 210.8 kJ/mol.

=====

# 10
Molecular formula: CH7N5
Method: DFT, the ωB97M-V functional and the def2-TZVPD basis

XYZ file:
```
13
Properties=species:S:1:pos:R:3:forces:R:3
N 1.960074 -0.967331 -0.037484 -2.2 3.3 1.6
C 0.775439 -0.440389 -0.148070 2.9 3.1 1.9
N 0.487169 0.713842 0.639071 0.7 -0.1 -0.3
N -0.387151 1.720743 0.132526 -1.3 1.2 2.4
N -0.246633 -0.740986 -0.990616 -0.4 -2.4 -0.4
N -1.487230 -0.954084 -0.355851 -1.8 0.3 2.8
H 1.998900 -1.798258 -0.498869 0.3 -3.0 -1.8
H 1.252741 1.039301 1.230809 -0.2 -0.4 -0.5
H -1.044938 1.956912 1.002056 1.8 -0.3 -2.7
H 0.097290 2.618466 -0.177739 -0.5 -1.8 0.7
H -0.087731 -1.718780 -1.141734 0.8 -0.5 -1.7
H -1.320015 -1.378914 0.646327 -0.6 1.5 -2.3
H -1.997913 -0.050524 -0.300426 0.6 -1.0 0.3
```
Positions in Å, forces in eV/Å.

The calculation puts the energy at -8598.2365 eV. The structure (SMILES) is N=C(NN)NN. Its LUMO energy is 0.868 eV. Its net charge is 0. As for the HOMO-LUMO gap: 10.0 eV. As for the energy above the lowest of the compared OMol25 structures with the same formula, charge and spin: 119.8 kJ/mol.